1 | Formula: C2H8N4
Source: the Open Molecules 2025 dataset
Level of theory: the ωB97M-V functional and the def2-TZVPD basis

XYZ file:
```
14
C2H8N4, DFT the ωB97M-V functional and the def2-TZVPD basis
C -0.13125 0.91955 1.09080
C 0.41742 0.08099 0.02541
N -1.88100 -0.15820 -0.53955
N 0.40629 -1.34342 0.23203
N 1.52292 0.62929 -0.83853
N -0.82428 0.68870 -0.32066
H -1.86895 -0.98262 0.06883
H -2.75153 0.36111 -0.52962
H 0.57536 -1.83293 -0.63983
H 1.11357 -1.62063 0.90268
H 2.39244 0.10438 -0.82958
H 1.28454 0.78199 -1.81130
H 0.15512 1.95534 1.18065
H -0.41066 0.41647 2.00869
```

Orbital gap = 9.3896 eV
LUMO = 1.036 eV
SMILES = NN1CC1(N)N

2 | Formula: C2H8N4
Source: the Open Molecules 2025 dataset
Level of theory: the ωB97M-V functional and the def2-TZVPD basis

XYZ file:
```
14
C2H8N4, DFT the ωB97M-V functional and the def2-TZVPD basis
C 1.58716 -0.88284 0.19061
C -0.58852 -0.19534 -0.29311
H 1.23538 -1.93265 0.09702
H 1.58179 -0.66408 1.29505
H 2.68105 -0.93653 -0.30751
H 2.10861 1.69132 -0.33958
H 1.02242 1.60326 0.83615
H -0.90111 -1.22368 -0.44909
H -2.94038 -0.35436 -1.04297
H -3.42558 0.74085 0.38363
N 0.79110 0.14041 -0.46780
N 1.10362 1.49262 -0.10677
N -1.46588 0.56985 0.15521
N -2.78965 -0.04882 0.04915
```

Orbital gap = 9.4021 eV
LUMO = 1.029 eV
SMILES = CN(N)/C=N/N

Name the most stable of them. 1.

1 | Formula: C6H9N
Source: the Open Molecules 2025 dataset
Level of theory: the ωB97M-V functional and the def2-TZVPD basis

XYZ file:
```
16
C6H9N, DFT the ωB97M-V functional and the def2-TZVPD basis
C 2.29092 -0.53428 -0.03493
C 1.10907 0.35832 0.26748
C 0.00252 0.35002 -0.75002
C -1.43739 0.19972 -0.32941
C -2.41080 -0.79369 0.17129
C -1.07576 1.38804 -0.67189
N 0.99035 1.09288 1.30201
H 3.15035 -0.28899 0.59613
H 2.02404 -1.58327 0.14151
H 2.59057 -0.45466 -1.08518
H 0.30742 -0.04345 -1.72678
H -3.39004 -0.33689 0.33976
H -2.05728 -1.22595 1.11311
H -2.52368 -1.61349 -0.54687
H -1.26348 2.44433 -0.77848
H 1.81545 0.99994 1.89792
```

Orbital gap = 10.2908 eV
LUMO = 1.053 eV
SMILES = [H]/N=C(\C)[C@@H]1C=C1C

2 | Formula: C6H9N
Source: the Open Molecules 2025 dataset
Level of theory: the ωB97M-V functional and the def2-TZVPD basis

XYZ file:
```
16
C6H9N, DFT the ωB97M-V functional and the def2-TZVPD basis
C -1.20335 -1.20487 -0.28683
C -1.64760 -0.89281 0.96258
N -0.73177 -0.04174 1.52279
C 0.29209 0.19715 0.63780
C 0.04296 -0.52539 -0.50272
C 0.63220 -0.36516 -1.87091
C 1.15670 1.40261 0.76265
H -1.60502 -2.01413 -0.87010
H -2.46205 -1.27392 1.55329
H -0.81832 0.50714 2.36143
H -0.16977 -0.53186 -2.58321
H 1.44612 -1.06078 -2.08606
H 0.96905 0.64907 -2.03217
H 1.90058 1.36734 -0.03442
H 0.54926 2.31095 0.73103
H 1.64892 1.47639 1.73484
```

Orbital gap = 8.9605 eV
LUMO = 1.060 eV
SMILES = Cc1cc[nH]c1C

3 | Formula: C6H9N
Source: the Open Molecules 2025 dataset
Level of theory: the ωB97M-V functional and the def2-TZVPD basis

XYZ file:
```
16
C6H9N, DFT the ωB97M-V functional and the def2-TZVPD basis
C -1.42155 1.59161 -0.27889
C -0.24366 0.65190 -0.17725
C -0.05928 -0.72007 -0.28638
C -0.75658 -1.84112 0.44743
C 1.34258 -0.94630 -0.38986
C 1.98200 0.22734 -0.14524
N 1.01594 1.19931 -0.05302
H -2.21384 1.18656 -0.91559
H -1.10387 2.52656 -0.76395
H -1.86543 1.86571 0.68487
H -0.94666 -2.75699 -0.11804
H -1.65150 -1.50718 0.96999
H -0.03472 -2.10862 1.23503
H 1.76560 -1.93606 -0.51499
H 3.01073 0.40393 0.12594
H 1.18025 2.16341 0.17995
```

Orbital gap = 8.7638 eV
LUMO = 1.030 eV
SMILES = Cc1cc[nH]c1C

Name the most stable of them. 2.

1 | Formula: C5H3NO
Source: the Open Molecules 2025 dataset
Level of theory: the ωB97M-V functional and the def2-TZVPD basis

XYZ file:
```
10
C5H3NO, DFT the ωB97M-V functional and the def2-TZVPD basis
O 1.08838 1.74747 1.02391
C 0.83654 0.57316 0.59990
C -0.56656 0.40344 0.43618
C -1.15011 -0.46800 -0.53805
C -1.64073 -1.18050 -1.37807
C 1.90287 -0.36233 0.33500
N 2.73517 -1.13658 0.11829
H -0.16187 1.81755 0.72607
H -1.06561 0.43170 1.41062
H -2.06853 -1.81908 -2.11994
```

Orbital gap = 7.9192 eV
LUMO = -1.301 eV

2 | Formula: C5H3NO
Source: the Open Molecules 2025 dataset
Level of theory: the ωB97M-V functional and the def2-TZVPD basis

XYZ file:
```
10
C5H3NO, DFT the ωB97M-V functional and the def2-TZVPD basis
C -1.47664 0.35293 -1.81530
C -0.98047 -0.17579 -0.85160
C 0.72304 -0.79488 -0.00855
C -0.53559 -0.70273 0.43705
O -0.06051 0.69028 1.78870
N 1.16065 0.91824 1.53809
C 1.58912 0.14052 0.52561
H -1.89825 0.79828 -2.69402
H -1.12784 -1.48932 0.87203
H 2.60763 0.25629 0.23690
```

Orbital gap = 8.3791 eV
LUMO = -1.051 eV

3 | Formula: C5H3NO
Source: the Open Molecules 2025 dataset
Level of theory: the ωB97M-V functional and the def2-TZVPD basis

XYZ file:
```
10
C5H3NO, DFT the ωB97M-V functional and the def2-TZVPD basis
N 3.20193 0.01556 -0.47057
C 2.19035 0.48141 -0.15065
C 0.31134 -0.19854 0.29606
C 0.97278 0.91607 0.46790
O -1.84537 1.03196 -0.03604
C -1.81980 -0.14789 -0.31145
C -0.59958 -0.99437 -0.18670
H 0.88995 1.65819 1.25751
H -2.73993 -0.69592 -0.54791
H -0.56166 -2.06648 -0.31814
```

Orbital gap = 8.9796 eV
LUMO = -0.761 eV

4 | Formula: C5H3NO
Source: the Open Molecules 2025 dataset
Level of theory: the ωB97M-V functional and the def2-TZVPD basis

XYZ file:
```
10
C5H3NO, DFT the ωB97M-V functional and the def2-TZVPD basis
O 0.79037 -0.91318 0.38547
C 0.44224 -0.09872 -0.64142
C -0.64783 0.66852 -0.29571
C -0.96822 0.16739 0.98144
C -0.06628 -0.68386 1.40761
C 1.20961 -0.15022 -1.82726
N 1.81395 -0.15722 -2.81921
H -1.15908 1.36016 -0.94602
H -1.48425 1.06340 1.46705
H 0.06949 -1.25626 2.28805
```

Orbital gap = 10.0500 eV
LUMO = 0.463 eV
SMILES = N#Cc1ccco1

Name the most stable of them. 4.

1 | Formula: C6H9N2O2
Source: the Open Molecules 2025 dataset
Level of theory: the ωB97M-V functional and the def2-TZVPD basis

XYZ file:
```
19
C6H9N2O2, DFT the ωB97M-V functional and the def2-TZVPD basis
C -0.93524 -1.21948 0.07964
C 0.53080 0.74757 0.13183
C 0.50609 -1.55642 0.16289
C -1.87206 1.04298 -0.76161
C -1.99190 1.08552 0.71267
C 2.66796 -0.23619 -0.12730
N 1.26892 -0.35612 0.08470
N -0.94722 0.33208 0.05885
O -1.95278 -1.82555 0.05675
O 0.82336 1.88313 0.07651
H 0.58153 -2.23214 1.01760
H 0.87412 -2.06543 -0.73188
H -2.60158 0.48290 -1.38458
H -1.42592 2.07148 -1.19620
H -1.76344 1.97494 1.15196
H -2.87786 0.62540 1.14424
H 3.08484 -1.36060 -0.25229
H 2.82137 0.25465 -0.97133
H 3.20903 0.35127 0.74755
```

Orbital gap = 10.4302 eV
Total charge = +1
LUMO = -4.226 eV
SMILES = CN1CC(=O)[N+]2(CC2)C1=O

2 | Formula: C6H9N2O2
Source: the Open Molecules 2025 dataset
Level of theory: the ωB97M-V functional and the def2-TZVPD basis

XYZ file:
```
19
C6H9N2O2, DFT the ωB97M-V functional and the def2-TZVPD basis
C 0.00390 1.74635 -2.15935
C -0.29790 -0.84391 0.04077
C 0.76914 3.02568 -1.40381
C 1.17038 2.11468 -0.26968
C -0.69221 -2.86389 1.07620
C -0.81253 -1.71147 2.07623
N 0.30348 1.25192 -1.01967
N -0.33223 -2.15454 -0.17043
O -0.40032 1.58435 -3.25262
O -0.49940 -0.50485 1.27316
H 1.53832 3.41661 -2.17651
H -0.14634 3.63799 -1.38250
H 2.22244 1.87681 -0.20113
H 0.70879 2.35325 0.62344
H 0.11789 -3.60075 1.41097
H -1.52681 -3.51399 1.37506
H -1.81703 -1.61710 2.43828
H 0.02415 -1.62532 2.82622
H -0.33372 -2.57181 -1.10464
```

Orbital gap (alpha / beta) = 7.6320 / 7.6342 eV
Total charge = +1
LUMO (alpha / beta) = -5.808 / -5.808 eV

Name the most stable of them. 1.

1 | Formula: C9H14F2Si2
Source: the Open Molecules 2025 dataset
Level of theory: the ωB97M-V functional and the def2-TZVPD basis

XYZ file:
```
27
C9H14F2Si2, DFT the ωB97M-V functional and the def2-TZVPD basis
C 3.95442 -1.01405 -0.61384
C 3.17795 -0.13889 0.09400
C 3.32610 -1.81977 -1.54014
C 1.84287 0.16685 -0.29025
C 2.01884 -1.46195 -1.96930
C 1.33740 -0.42544 -1.40847
C -0.48961 1.76186 -2.52491
C -2.15100 -1.23566 1.25626
C -3.39421 1.13026 2.95386
F -2.15962 1.42296 0.53352
F -0.56320 0.82349 2.31048
Si -0.52923 -0.04424 -1.81285
Si -2.04065 0.51569 1.81995
H 4.93640 -1.22848 -0.09838
H 3.63682 0.31012 1.00142
H 3.81450 -2.66758 -2.06395
H 1.22705 0.83441 0.12992
H 1.49650 -2.11515 -2.65959
H -0.62518 1.67417 -3.70362
H -1.42261 2.14238 -2.21712
H 0.34337 2.35321 -2.21640
H -1.87612 -1.35136 0.16158
H -1.52626 -1.95399 1.85326
H -3.18709 -1.61375 1.40465
H -3.15214 2.11678 3.47948
H -4.34193 1.40784 2.36470
H -3.65338 0.41031 3.75574
```

Orbital gap = 7.5808 eV
LUMO = -0.256 eV

2 | Formula: C9H14F2Si2
Source: the Open Molecules 2025 dataset
Level of theory: the ωB97M-V functional and the def2-TZVPD basis

XYZ file:
```
27
C9H14F2Si2, DFT the ωB97M-V functional and the def2-TZVPD basis
F 2.13852 -1.55374 -3.72950
F 1.14608 0.91432 -4.04862
C 0.34424 0.86876 -1.08783
C 0.23151 -1.51301 -1.31066
C -0.40392 0.76946 0.06391
C -0.52910 -1.63420 -0.17064
C 0.68535 -0.29522 -1.72053
C -0.82220 -0.46209 0.50700
C 3.52286 0.57362 -2.40103
C -3.31010 0.58697 1.89712
C -0.54155 0.17472 3.43205
Si 1.88233 -0.11729 -3.05467
Si -1.73411 -0.48048 2.10970
H 0.77876 1.83585 -1.43331
H 0.53503 -2.37374 -1.86613
H -0.64359 1.67650 0.59338
H -0.95861 -2.56033 0.16006
H 3.31864 1.51491 -1.97201
H 4.21722 0.68425 -3.22300
H 3.92526 -0.09249 -1.69751
H -3.80924 0.77211 2.84023
H -3.12979 1.57634 1.47609
H -3.98801 0.07501 1.24094
H 0.15009 -0.61859 3.72161
H 0.10725 0.93084 2.98964
H -1.01127 0.61100 4.31225
H -2.10163 -1.86348 2.37144
```

Orbital gap = 10.3575 eV
LUMO = 0.787 eV
SMILES = C[SiH](C)c1ccc([Si](C)(F)F)cc1

3 | Formula: C9H14F2Si2
Source: the Open Molecules 2025 dataset
Level of theory: the ωB97M-V functional and the def2-TZVPD basis

XYZ file:
```
27
C9H14F2Si2, DFT the ωB97M-V functional and the def2-TZVPD basis
C 3.36846 -1.12679 1.40314
C 3.40244 0.01192 0.56190
C 2.29854 -1.97582 1.40648
C 2.31390 0.28659 -0.22923
C 1.21010 -1.69535 0.65087
C 1.18299 -0.61644 -0.21150
C 0.01777 0.29788 -2.92426
C -1.50022 1.26457 1.90792
C -3.74793 0.56554 -0.37907
F -1.08507 -1.92594 -1.34183
F -1.82632 2.58450 -0.50630
Si -0.39740 -0.20824 -1.11792
Si -1.90436 1.04964 0.05767
H 4.23366 -1.17780 1.98177
H 4.16944 0.62101 0.48371
H 2.17862 -2.91304 2.02044
H 2.31272 1.07005 -0.88709
H 0.47379 -2.47231 0.82489
H -0.39594 1.32172 -3.08167
H 0.99443 0.31628 -3.02529
H -0.46230 -0.60553 -3.54130
H -0.62165 1.69101 2.08797
H -2.25685 1.78432 2.47245
H -1.56621 0.42990 2.50740
H -3.78914 0.32162 -1.37695
H -4.15483 -0.21869 0.31878
H -4.44863 1.31939 -0.06299
```

Orbital gap = 9.7571 eV
LUMO = 0.448 eV
SMILES = C[Si](C)(F)[Si@](C)(F)c1ccccc1

Name the most stable of them. 2.